Record 1
ORCA calculation (wB97M-V/def2-TZVPD) on a cluster of 7 separate species, C17H48N2O7 in total at a distorted geometry.

The geometry in XYZ format:
```
74
Properties=species:S:1:pos:R:3:forces:R:3
N 1.814 -2.712 -0.520 -2.0283 2.4653 0.7761
C 3.110 -2.889 -0.412 2.8124 5.9985 1.7400
N 3.543 -4.056 -0.807 3.1430 -3.4178 -1.7996
O 3.956 -1.857 0.045 -4.0339 -5.2603 -2.1661
H 1.467 -1.746 -0.287 0.2914 -1.5890 -0.3431
H 1.218 -3.370 -0.996 0.0307 0.1567 0.1344
H 4.585 -4.007 -0.874 -1.3485 -0.6252 -0.0103
H 3.056 -4.802 -1.429 0.9811 2.3419 1.7224
C -2.116 -2.426 1.018 0.4381 -0.6924 0.5989
C -1.619 -1.082 0.592 4.1587 -4.9190 -4.2975
C -1.605 -0.900 -0.945 0.8283 -1.0274 0.0601
O -2.150 -0.053 1.067 -5.4107 7.2435 3.4401
H -3.066 -2.402 1.467 -1.4377 0.3544 0.8825
H -1.442 -2.979 1.705 -0.2690 0.4136 -0.5244
H -2.296 -2.974 0.144 0.0115 -1.3445 -1.2087
H -0.663 -1.043 1.032 2.6679 -0.6268 -0.5036
H -0.941 -1.642 -1.369 0.0589 -0.4559 -0.2751
H -1.279 0.025 -1.391 0.3198 0.6580 0.6643
H -2.573 -1.022 -1.387 -0.8412 -0.4418 0.0534
H -2.461 -0.235 1.940 -0.4797 0.4532 1.1623
C -4.473 3.018 0.832 -0.9459 0.0361 0.1496
C -3.344 2.987 -0.227 0.0956 5.4637 3.4358
C -1.983 3.532 0.257 -0.2654 -0.0842 0.3332
O -3.077 1.822 -0.679 0.3532 -6.5649 -2.0341
H -4.276 2.544 1.789 0.5196 -0.3626 0.0775
H -5.376 2.525 0.432 0.4272 -0.0917 -0.0972
H -4.856 4.006 1.114 0.5183 0.1977 -0.3134
H -3.711 3.674 -0.960 -0.1279 0.2538 -1.1656
H -1.318 3.776 -0.560 0.0386 -0.2482 -0.4924
H -1.438 2.855 0.941 -0.5485 0.1294 -0.2415
H -2.144 4.435 0.756 -0.0646 1.6540 1.1276
H -2.743 1.308 0.098 -0.2313 -0.1321 -1.0602
C 1.245 -2.468 3.712 0.8603 1.1203 0.0019
C 2.362 -3.279 3.153 1.3493 5.2891 -3.4720
C 3.674 -2.472 2.992 0.1167 -1.7389 2.1622
O 2.635 -4.419 3.663 -0.1889 -5.6633 4.4409
H 0.380 -3.052 3.672 -1.5509 -1.0310 0.4615
H 1.037 -1.638 2.992 0.4504 -0.3123 0.8514
H 1.491 -2.141 4.722 -0.3950 0.3243 0.0318
H 2.041 -3.425 2.152 -0.4670 -0.1300 -1.6328
H 3.379 -1.745 2.368 -0.3532 3.4030 -1.9109
H 4.497 -2.964 2.479 -0.2366 -0.5751 -0.0558
H 4.069 -2.138 3.956 -0.2491 0.2378 -0.0481
H 2.993 -4.952 2.983 0.6629 -1.0572 -0.6080
C -0.033 1.176 -4.675 -0.2722 1.0088 0.0018
C -1.318 1.584 -4.000 5.5111 7.2823 -1.4167
C -1.912 2.819 -4.710 0.5143 1.4898 0.1104
O -2.145 0.682 -4.030 -8.8126 -9.0856 -0.1450
H 0.721 1.930 -4.610 0.4772 0.6540 0.2053
H -0.190 0.996 -5.698 -0.4801 -0.1012 -1.6052
H 0.367 0.286 -4.321 0.6607 -1.7111 1.1467
H -1.127 1.771 -2.978 0.9404 1.4728 1.5831
H -2.024 2.807 -5.832 0.2549 -0.5419 1.1545
H -1.291 3.684 -4.453 -0.0332 0.1549 -0.2508
H -2.892 3.047 -4.269 0.0262 -0.1380 -0.1257
H -3.006 0.950 -3.616 1.2120 -0.4747 -0.4995
C 2.048 0.267 -1.664 -1.3292 -0.4155 -0.2655
C 1.945 0.948 -0.318 4.1471 4.4785 -6.3806
C 0.877 1.874 -0.382 -2.4876 3.5158 0.5990
O 1.829 0.224 0.689 -0.8574 -6.9061 7.9286
H 2.014 1.030 -2.412 0.1326 0.4720 -0.6258
H 1.135 -0.379 -1.876 1.1550 0.5310 0.3750
H 2.970 -0.241 -1.739 0.8494 -1.0622 -0.2812
H 2.859 1.567 -0.118 0.0671 -0.0105 -1.0832
H 0.848 2.435 0.568 -0.1135 0.1174 -0.3788
H -0.059 1.366 -0.426 -0.9288 -0.4565 -0.1601
H 0.897 2.593 -1.226 0.2035 -0.4526 0.4969
H 2.657 -0.253 0.932 -0.6004 0.1903 -0.5340
C 0.758 1.289 3.574 0.6052 -0.2485 1.1233
O -0.433 1.422 2.857 -0.3907 -0.3320 -1.0687
H 1.651 1.502 2.988 0.0183 0.0340 -0.2045
H 0.817 0.261 3.943 0.3580 0.1309 0.2058
H 0.773 1.962 4.448 -0.3034 -0.1711 -0.4165
H -0.355 0.791 2.109 -0.1846 0.7722 0.4641
```
Forces are in eV/Å.

Output
LUMO	0.0054	Eh
HOMO level	-9.37	eV
gap between HOMO and LUMO	0.3496	Ha
SMILES	NC(N)=O.CC(C)O.CC(C)O.CC(C)O.CC(C)O.CC(C)O.CO
net charge	0

Formally, the Löwdin partial charges of the atoms, in units of the elementary charge, are as follows:
1. N 0.17
2. C -0.60
3. N 0.14
4. O -0.14
5. H 0.10
6. H 0.12
7. H 0.14
8. H 0.17
9. C 0.00
10. C -0.60
11. C -0.01
12. O 0.00
13. H 0.07
14. H 0.09
15. H 0.06
16. H 0.10
17. H 0.07
18. H 0.05
19. H 0.09
20. H 0.13
21. C -0.04
22. C -0.58
23. C -0.03
24. O -0.03
25. H 0.07
26. H 0.08
27. H 0.07
28. H 0.13
29. H 0.07
30. H 0.07
31. H 0.05
32. H 0.08
33. C -0.03
34. C -0.61
35. C -0.02
36. O 0.04
37. H 0.06
38. H 0.08
39. H 0.10
40. H 0.10
41. H -0.01
42. H 0.08
43. H 0.09
44. H 0.10
45. C -0.03
46. C -0.67
47. C -0.03
48. O 0.02
49. H 0.08
50. H 0.07
51. H 0.05
52. H 0.11
53. H 0.10
54. H 0.07
55. H 0.07
56. H 0.15
57. C -0.03
58. C -0.69
59. C -0.07
60. O 0.00
61. H 0.06
62. H 0.09
63. H 0.06
64. H 0.17
65. H 0.10
66. H 0.06
67. H 0.11
68. H 0.12
69. C -0.17
70. O -0.13
71. H 0.07
72. H 0.06
73. H 0.09
74. H 0.05

---

Record 2
ORCA calculation (wB97M-V/def2-TZVPD) on a structure of composition C33H32CsN4O9PS2 at a distorted geometry.

The geometry in XYZ format:
```
82
Properties=species:S:1:pos:R:3:forces:R:3
Cs 0.305 1.109 0.362 -4.1517 -3.0440 1.7339
O 4.852 1.879 0.454 -0.3069 0.1570 -0.0779
S 3.584 1.872 -0.275 2.1424 -0.0874 -0.1257
O 3.475 0.745 -1.181 -0.4558 0.2178 0.1095
O 2.442 2.072 0.609 2.4797 1.1797 0.1400
C 3.697 3.351 -1.326 0.0602 -0.5851 0.4280
C 4.959 3.909 -1.464 0.2315 0.0024 0.1089
C 5.161 5.032 -2.248 -0.0521 -0.0024 -0.0805
C 4.083 5.594 -2.915 -0.0328 0.0062 0.0298
C 2.826 5.027 -2.787 -0.0870 0.0520 -0.1976
C 2.627 3.902 -1.999 -0.6640 -0.1438 0.0406
S 0.913 3.316 -1.837 -0.7294 1.4853 -1.3919
O 0.886 1.863 -1.906 0.8372 0.6139 -1.7640
O 0.234 3.942 -2.969 0.3466 -0.1679 0.3157
O 0.465 3.840 -0.551 0.1340 -0.0050 0.0723
H 5.765 3.438 -0.920 0.0800 0.0377 0.0086
H 6.146 5.470 -2.352 0.0272 -0.0615 0.0649
H 4.221 6.476 -3.530 -0.0289 -0.0037 -0.0244
H 1.970 5.427 -3.310 -0.0504 0.0600 -0.0112
C 2.049 -5.087 0.320 -0.2465 0.2152 -0.1672
P 1.051 -3.520 0.095 0.6662 -0.6299 0.2544
C 2.273 -2.411 0.905 -0.2556 -0.1371 -0.0213
C 1.935 -1.885 2.144 -0.1056 -0.0425 -0.0559
C 2.806 -1.042 2.810 0.1955 0.0141 0.2394
C 4.020 -0.713 2.236 0.0591 -0.0898 0.1324
C 4.378 -1.256 1.013 0.1361 -0.2005 -0.0345
C 3.515 -2.108 0.352 0.0634 0.0042 0.0528
C 1.479 -3.113 -1.635 -0.2840 -0.0540 0.1030
C 1.424 -1.761 -1.963 -0.0007 -0.0568 -0.1227
C 1.793 -1.321 -3.216 0.0358 0.0959 -0.0012
C 2.200 -2.236 -4.175 0.0053 -0.0653 -0.1352
C 2.195 -3.590 -3.883 0.0416 -0.0633 -0.1667
C 1.832 -4.032 -2.619 -0.0399 -0.0045 0.1126
H 1.531 -5.935 -0.127 -0.0195 -0.1000 -0.0288
H 2.145 -5.267 1.391 -0.0094 0.0111 -0.0057
H 3.038 -4.985 -0.122 0.1276 -0.0497 -0.0048
H 0.974 -2.125 2.579 -0.1009 0.0636 0.0183
H 2.523 -0.628 3.764 -0.0611 0.1098 0.0274
H 4.690 -0.025 2.728 0.0359 0.1268 0.0363
H 5.329 -1.002 0.569 0.0096 0.1226 -0.0760
H 3.802 -2.511 -0.611 -0.0479 0.0258 -0.0575
H 1.126 -1.035 -1.221 0.0843 -0.0963 -0.0746
H 1.780 -0.261 -3.400 0.0327 0.2247 -0.1234
H 2.524 -1.902 -5.153 -0.0357 0.0661 -0.0401
H 2.486 -4.309 -4.643 0.0012 0.0156 0.0399
H 1.832 -5.095 -2.412 0.0599 -0.0112 0.0878
C -0.769 2.502 4.440 -0.1276 -0.1860 -0.1668
C 0.319 2.105 3.477 -0.2690 0.3554 1.2633
N 0.846 3.113 2.751 0.2534 0.2960 -0.8189
O 0.730 0.959 3.422 0.1474 -0.2491 -0.1645
H -1.721 2.468 3.904 -0.0975 0.0552 0.0402
H -0.624 3.500 4.842 0.0548 0.1422 0.0183
H -0.815 1.772 5.241 0.0632 -0.0431 0.0703
H 0.302 3.943 2.566 -0.0510 -0.1134 0.2235
H 1.470 2.855 1.987 0.2322 0.2358 0.3169
C -5.733 1.112 -1.778 -0.1389 -0.2053 -0.1469
N -5.059 1.512 -0.573 0.3117 -0.3000 0.1229
C -4.822 2.821 -0.309 -0.0179 0.2327 0.1316
C -4.221 3.201 0.829 0.0222 0.0942 -0.0384
C -3.850 2.172 1.805 -0.3324 0.0375 -0.0570
O -3.418 2.488 2.921 0.1119 0.3032 0.1422
N -4.039 0.877 1.467 0.5429 -0.1494 0.7362
C -4.587 0.502 0.333 -0.6373 0.3468 -0.7556
O -4.776 -0.669 -0.006 -0.1625 -0.3633 -0.2541
H -6.819 1.228 -1.676 0.0094 -0.0366 -0.0728
H -5.508 0.058 -1.943 -0.0668 0.1499 -0.0245
H -5.394 1.701 -2.632 0.0336 0.0343 0.0298
H -5.164 3.521 -1.068 0.1058 -0.0445 0.0863
H -4.016 4.237 1.054 -0.0091 0.0259 -0.0344
N -1.535 -2.030 -0.391 0.0480 0.4800 -0.2082
C -2.528 -2.415 0.035 0.4248 0.2626 -0.3033
C -3.665 -3.049 0.585 -0.6610 -0.6815 0.4529
C -4.378 -3.972 -0.178 0.1770 0.1547 0.0549
C -5.406 -4.692 0.401 -0.1511 -0.1111 0.0305
C -5.723 -4.499 1.736 -0.0791 -0.0152 -0.0004
C -5.034 -3.555 2.484 -0.0434 -0.0472 0.0969
C -4.009 -2.824 1.916 0.0499 -0.0368 -0.1605
H -4.126 -4.114 -1.218 0.0737 -0.0074 -0.0594
H -5.962 -5.410 -0.189 0.0181 0.0023 -0.0085
H -6.515 -5.080 2.193 -0.0261 0.0182 0.0005
H -5.301 -3.390 3.520 0.0033 0.0433 0.0232
H -3.489 -2.060 2.470 0.0603 0.1140 0.0664
```
Forces are in eV/Å.

Output
LUMO	0.1453	Eh
HOMO level	-3.32	eV
gap between HOMO and LUMO	0.2674	Ha
net charge	-2

Formally, the Löwdin partial charges of the atoms, in units of the elementary charge, are as follows:
1. Cs 1.46
2. O -0.35
3. S 0.45
4. O -0.31
5. O -0.71
6. C -0.21
7. C -0.07
8. C -0.10
9. C -0.10
10. C -0.07
11. C -0.21
12. S 0.39
13. O -0.63
14. O -0.35
15. O -0.43
16. H 0.10
17. H 0.09
18. H 0.09
19. H 0.10
20. C -0.30
21. P 1.01
22. C -0.40
23. C -0.13
24. C -0.10
25. C -0.08
26. C -0.09
27. C -0.09
28. C -0.40
29. C -0.12
30. C -0.06
31. C -0.10
32. C -0.12
33. C -0.11
34. H 0.01
35. H 0.03
36. H 0.03
37. H 0.10
38. H 0.09
39. H 0.10
40. H 0.10
41. H 0.11
42. H 0.03
43. H 0.10
44. H 0.09
45. H 0.09
46. H 0.09
47. C -0.01
48. C -0.65
49. N 0.14
50. O -0.05
51. H 0.04
52. H 0.07
53. H 0.08
54. H 0.11
55. H 0.02
56. C -0.06
57. N -0.08
58. C -0.10
59. C -0.01
60. C -0.54
61. O -0.06
62. N 0.18
63. C -0.53
64. O -0.02
65. H 0.08
66. H 0.08
67. H 0.08
68. H 0.12
69. H 0.09
70. N 0.18
71. C -0.17
72. C -0.24
73. C -0.03
74. C -0.10
75. C -0.11
76. C -0.08
77. C -0.02
78. H 0.12
79. H 0.09
80. H 0.09
81. H 0.10
82. H 0.12